*one*
Here is C23H44NOP3Y as an isolated structure from OMol25. Energies are from ωB97M-V/def2-TZVPD.

The geometry in ORCA input format:
```
! RIJCOSX wB97M-V def2-TZVPD def2/J DEFGRID3
* xyz 3 1
Y -0.05 -0.51 -0.87
P 1.30 2.05 -1.45
P 0.88 0.44 2.00
P -2.18 0.99 0.42
H -3.38 -5.63 -5.00
C -3.96 -4.71 -5.08
C -3.45 -3.59 -5.61
H -2.41 -3.51 -5.95
C 2.86 2.02 -2.43
C 1.75 3.34 -0.22
C 0.25 3.05 -2.58
C 0.28 -0.86 3.16
C 2.69 0.24 2.24
C 0.56 1.98 2.96
C -3.41 0.91 -0.94
C -2.36 2.74 0.94
C -3.08 0.11 1.76
H -5.01 -4.75 -4.76
H -4.10 -2.72 -5.74
H 2.70 1.50 -3.38
H 3.64 1.49 -1.87
H 3.23 3.04 -2.64
H 2.46 2.95 0.52
H 0.86 3.71 0.31
H 2.22 4.21 -0.72
H -0.16 2.40 -3.37
H 0.82 3.86 -3.06
H -0.59 3.50 -2.03
H 0.58 -0.61 4.19
H 0.72 -1.83 2.88
H -0.81 -0.94 3.10
H 3.00 0.69 3.19
H 3.22 0.74 1.42
H 2.97 -0.82 2.24
H 0.21 1.75 3.97
H -0.21 2.58 2.45
H 1.48 2.58 3.04
H -4.35 1.41 -0.66
H -3.64 -0.14 -1.19
H -3.00 1.40 -1.83
H -3.36 3.11 0.66
H -1.61 3.35 0.41
H -2.23 2.86 2.02
H -4.16 0.27 1.67
H -2.75 0.45 2.75
H -2.88 -0.97 1.68
C -2.22 -2.52 -2.31
C -2.97 -3.56 -1.70
C -4.37 -3.47 -1.76
C -4.97 -2.41 -2.46
C -4.19 -1.57 -3.27
C -2.81 -1.79 -3.36
O -1.03 -2.16 -1.84
H -0.70 -1.73 0.56
H -2.44 -4.34 -1.14
H -4.98 -4.19 -1.22
H -6.06 -2.25 -2.44
H -4.66 -0.75 -3.85
H -2.16 -1.33 -4.12
N 1.70 -2.18 -1.38
C 2.58 -2.50 -0.30
C 2.06 -3.20 0.79
C 2.89 -3.45 1.89
C 4.22 -3.03 1.87
C 4.71 -2.29 0.78
C 3.88 -1.99 -0.30
H 1.08 -2.96 -1.62
H 2.21 -1.93 -2.23
H 1.00 -3.48 0.80
H 2.48 -3.97 2.76
H 4.88 -3.28 2.70
H 5.74 -1.91 0.79
H 4.22 -1.35 -1.12
*
```

Properties
LUMO (spin up / spin down) (eV): -13.84 / -12.63
Orbital gap (spin up / spin down) (eV): 2.02 / 3.54

=====

*two*
Here is C23H44NOP3Y as an isolated structure from OMol25. Energies are from ωB97M-V/def2-TZVPD.

The geometry in ORCA input format:
```
! RIJCOSX wB97M-V def2-TZVPD def2/J DEFGRID3
* xyz 3 1
Y 0.00 0.41 0.15
P -2.26 2.15 0.59
P -1.39 -1.15 2.34
P -1.70 -1.52 -1.15
H 5.95 0.78 -4.83
C 5.06 0.71 -5.46
C 4.12 1.67 -5.50
H 4.21 2.60 -4.92
C -1.92 3.80 1.31
C -3.78 1.69 1.51
C -2.98 2.61 -1.05
C -0.42 -2.69 2.64
C -1.22 -0.37 3.99
C -3.11 -1.79 2.47
C -1.39 -1.12 -2.91
C -3.53 -1.71 -1.17
C -1.14 -3.27 -1.08
H 4.96 -0.17 -6.12
H 3.24 1.56 -6.14
H -1.18 4.35 0.71
H -1.54 3.72 2.33
H -2.86 4.38 1.33
H -3.55 1.44 2.55
H -4.28 0.83 1.04
H -4.46 2.55 1.49
H -2.19 2.89 -1.75
H -3.65 3.47 -0.90
H -3.55 1.78 -1.49
H -0.84 -3.28 3.47
H 0.61 -2.40 2.88
H -0.39 -3.30 1.73
H -1.83 -0.90 4.74
H -1.55 0.68 3.95
H -0.18 -0.38 4.30
H -3.12 -2.85 2.77
H -3.63 -1.71 1.51
H -3.70 -1.23 3.21
H -2.01 -1.77 -3.54
H -0.33 -1.26 -3.16
H -1.65 -0.07 -3.10
H -3.88 -1.99 -2.17
H -4.00 -0.75 -0.90
H -3.85 -2.48 -0.45
H -1.34 -3.79 -2.03
H -1.66 -3.79 -0.26
H -0.06 -3.27 -0.88
C 2.22 0.11 -2.32
C 3.13 -0.96 -2.45
C 3.12 -1.65 -3.66
C 2.32 -1.21 -4.72
C 1.69 0.04 -4.65
C 1.83 0.79 -3.49
O 1.62 0.39 -1.18
H 1.01 -1.29 0.47
H 3.69 -1.27 -1.56
H 3.77 -2.52 -3.79
H 2.25 -1.79 -5.65
H 1.19 0.44 -5.54
H 1.53 1.82 -3.36
N 1.84 1.53 1.35
C 1.91 1.11 2.70
C 2.39 -0.17 2.97
C 2.50 -0.60 4.30
C 2.15 0.26 5.35
C 1.61 1.53 5.06
C 1.48 1.96 3.73
H 2.63 1.23 0.76
H 1.69 2.53 1.19
H 2.70 -0.82 2.15
H 2.93 -1.58 4.52
H 2.33 -0.04 6.39
H 1.36 2.20 5.88
H 1.10 2.96 3.50
*
```

Properties
LUMO (spin up / spin down) (eV): -13.10 / -10.91
Orbital gap (spin up / spin down) (eV): 3.08 / 5.24

=====

Which one sits at the top of the stability order? *two* does.

=====

*one*
Here is C3H2F4 in the gas phase from OMol25. Energies are from ωB97M-V/def2-TZVPD.

The geometry in ORCA input format:
```
! RIJCOSX wB97M-V def2-TZVPD def2/J DEFGRID3
* xyz 0 1
C 1.22 -0.46 0.67
C 0.33 -0.37 -0.28
C -0.92 0.53 -0.34
F 0.40 -1.25 -1.27
F -1.96 -0.08 0.35
F -1.35 0.70 -1.59
F -0.79 1.71 0.28
H 2.07 -1.02 0.73
H 1.00 0.24 1.46
*
```

Properties
SMILES string: C=C(F)C(F)(F)F
LUMO (eV): 0.91
Orbital gap (eV): 11.81

=====

*two*
Here is C3H2F4 in the gas phase from OMol25. Energies are from ωB97M-V/def2-TZVPD.

The geometry in ORCA input format:
```
! RIJCOSX wB97M-V def2-TZVPD def2/J DEFGRID3
* xyz 0 1
C -0.68 -0.34 -0.55
C -0.70 -0.48 -1.92
C 0.52 0.11 0.33
H -1.67 -1.00 -2.35
H 0.12 -0.31 -2.57
F -1.83 -0.35 0.27
F 1.06 -0.76 1.19
F 0.15 1.19 0.99
F 1.37 0.54 -0.47
*
```

Properties
SMILES string: C=C(F)C(F)(F)F
LUMO (eV): 0.71
Orbital gap (eV): 11.40

=====

Which one sits at the top of the stability order? *one* does.

=====

*one*
Here is a 2-piece molecular cluster, H2O5P2 overall from OMol25. Energies are from ωB97M-V/def2-TZVPD.

The geometry in ORCA input format:
```
! RIJCOSX wB97M-V def2-TZVPD def2/J DEFGRID3
* xyz -2 1
O 0.35 1.45 -0.19
O 1.48 -2.68 -2.38
O 0.27 -0.54 -2.07
O 0.60 -4.02 0.97
O -0.96 -2.17 1.38
P -0.30 -3.04 0.37
P 1.08 -1.64 -1.42
H 0.10 0.78 -0.79
H 0.73 0.75 0.35
*
```

Properties
LUMO (eV): 7.01
Orbital gap (eV): 6.62

=====

*two*
Here is a 3-piece molecular cluster, H2O5P2 overall from OMol25. Energies are from ωB97M-V/def2-TZVPD.

The geometry in ORCA input format:
```
! RIJCOSX wB97M-V def2-TZVPD def2/J DEFGRID3
* xyz -2 1
O 0.75 -0.20 0.83
O 3.04 0.70 0.71
O 1.36 -0.15 3.71
O -3.40 -0.98 -3.18
O -1.66 0.37 -4.31
P -3.11 0.26 -3.90
P 1.70 1.07 1.16
H -0.13 0.04 1.22
H 1.44 -1.10 3.78
*
```

Properties
LUMO (eV): 6.44
Orbital gap (eV): 7.65

=====

Which one sits at the top of the stability order? *one* does.

=====

*one*
Here is a 2-piece molecular cluster, C4H14NO3 overall from OMol25. Energies are from ωB97M-V/def2-TZVPD.

The geometry in ORCA input format:
```
! RIJCOSX wB97M-V def2-TZVPD def2/J DEFGRID3
* xyz 1 1
C -1.31 -1.62 -1.74
O -0.06 -2.33 -1.73
C -1.15 -0.40 -0.90
C -0.58 -0.78 0.47
C 0.23 0.41 0.96
O -0.35 1.66 0.67
N -0.36 0.76 -1.74
H -2.08 -2.34 -1.24
H -1.60 -1.45 -2.73
H 0.17 -2.97 -0.94
H -2.10 0.18 -0.73
H 0.17 -1.53 0.30
H -1.29 -1.32 1.20
H 1.18 0.56 0.48
H 0.39 0.35 2.09
H -1.12 2.12 1.33
H -0.64 1.51 -1.08
H 0.69 0.86 -1.73
H -0.77 0.62 -2.63
H 3.81 1.55 3.45
H 2.93 2.35 2.71
O 2.87 1.74 3.44
*
```

Properties
LUMO (eV): -3.20
Orbital gap (eV): 11.00

=====

*two*
Here is a 2-piece molecular cluster, C4H14NO3 overall from OMol25. Energies are from ωB97M-V/def2-TZVPD.

The geometry in ORCA input format:
```
! RIJCOSX wB97M-V def2-TZVPD def2/J DEFGRID3
* xyz 1 1
C 0.23 1.23 -0.08
O -0.40 2.31 -0.69
C -0.47 -0.09 -0.51
C 0.21 -1.09 0.44
C 1.41 -1.67 -0.43
O 0.61 -2.25 -1.50
N -1.95 -0.07 -0.37
H 0.14 1.65 0.95
H 1.26 1.16 -0.47
H -0.09 2.43 -1.59
H -0.20 -0.21 -1.55
H -0.30 -1.96 0.87
H 0.77 -0.64 1.21
H 1.82 -2.47 0.17
H 2.16 -1.03 -0.90
H 0.99 -2.93 -2.02
H -2.43 -0.11 -1.26
H -2.22 -0.87 0.24
H -2.29 0.79 0.21
H 0.35 0.79 3.39
H 1.08 1.99 2.77
O 0.33 1.41 2.70
*
```

Properties
LUMO (eV): -3.23
Orbital gap (eV): 10.79

=====

Which one sits at the top of the stability order? *two* does.

=====

*one*
Here is C2HF3O as an isolated structure from OMol25. Energies are from ωB97M-V/def2-TZVPD.

The geometry in ORCA input format:
```
! RIJCOSX wB97M-V def2-TZVPD def2/J DEFGRID3
* xyz 0 1
C -0.09 1.12 0.17
C 0.03 -0.81 -0.02
O -0.40 1.72 1.15
F 0.55 1.55 -0.85
F 0.91 -1.11 -0.93
F -1.19 -1.12 -0.42
H 0.20 -1.35 0.90
*
```

Properties
LUMO (eV): 0.50
Orbital gap (eV): 11.29

=====

*two*
Here is a 2-piece molecular cluster, C2HF3O overall from OMol25. Energies are from ωB97M-V/def2-TZVPD.

The geometry in ORCA input format:
```
! RIJCOSX wB97M-V def2-TZVPD def2/J DEFGRID3
* xyz 0 1
C -0.31 -0.60 0.15
C -1.62 -0.25 -0.45
O -0.07 -1.70 0.57
F -1.76 0.64 1.50
F -1.78 0.83 -1.11
F -2.63 -1.01 -0.40
H 0.50 0.11 0.35
*
```

Properties
LUMO (spin up / spin down) (eV): -2.18 / -2.18
Orbital gap (spin up / spin down) (eV): 9.32 / 9.32

=====

Which one sits at the top of the stability order? *one* does.

=====

*one*
Here is an isolated ion of composition C2H2N5 and charge +1 from OMol25. Energies are from ωB97M-V/def2-TZVPD.

The geometry in ORCA input format:
```
! RIJCOSX wB97M-V def2-TZVPD def2/J DEFGRID3
* xyz 1 1
C 1.31 -0.93 0.00
C -0.56 0.04 -0.04
N -3.09 0.10 0.01
N 0.01 -1.19 0.04
N 1.54 0.42 -0.03
N -2.00 0.09 -0.04
N 0.39 1.00 -0.01
H 2.19 -1.52 -0.04
H 0.21 2.00 0.12
*
```

Properties
SMILES string: N#[N+]c1ncn[nH]1
LUMO (spin up / spin down) (eV): -6.66 / -6.66
Orbital gap (spin up / spin down) (eV): 9.33 / 9.33

=====

*two*
Here is an isolated ion of composition C2H2N5 and charge +1 from OMol25. Energies are from ωB97M-V/def2-TZVPD.

The geometry in ORCA input format:
```
! RIJCOSX wB97M-V def2-TZVPD def2/J DEFGRID3
* xyz 1 1
C 1.19 -0.69 0.00
C -0.82 -0.16 0.01
N -3.21 0.09 -0.05
N -0.04 -1.23 -0.01
N -0.12 1.09 0.00
N -2.12 -0.02 0.05
N 1.11 0.65 -0.02
H 2.18 -1.11 -0.01
H 1.84 1.39 0.03
*
```

Properties
SMILES string: N#[N+]c1nc[nH]n1
LUMO (eV): -6.56
Orbital gap (eV): 9.37

=====

Which one sits at the top of the stability order? *two* does.

=====

*one*
Here is a 2-piece molecular cluster, CH3IO overall from OMol25. Energies are from ωB97M-V/def2-TZVPD.

The geometry in ORCA input format:
```
! RIJCOSX wB97M-V def2-TZVPD def2/J DEFGRID3
* xyz 0 1
C 0.48 1.29 -0.45
O 0.07 -2.16 0.13
I -0.38 2.36 1.09
H 0.31 1.98 -1.25
H 0.04 -1.30 -0.37
H -0.53 -2.17 0.85
*
```

Properties
LUMO (eV): -1.73
Orbital gap (eV): 7.72

=====

*two*
Here is a 2-piece molecular cluster, CH3IO overall from OMol25. Energies are from ωB97M-V/def2-TZVPD.

The geometry in ORCA input format:
```
! RIJCOSX wB97M-V def2-TZVPD def2/J DEFGRID3
* xyz 0 1
C 0.27 0.13 -0.10
O -0.23 0.02 1.11
I 2.45 0.54 -0.29
H -0.14 -0.58 -0.82
H -0.32 1.33 -0.66
H 0.07 -0.64 1.70
*
```

Properties
LUMO (eV): 0.27
Orbital gap (eV): 9.65

=====

Which one sits at the top of the stability order? *two* does.

=====

*one*
Here is C3H10N4O in the gas phase from OMol25. Energies are from ωB97M-V/def2-TZVPD.

The geometry in ORCA input format:
```
! RIJCOSX wB97M-V def2-TZVPD def2/J DEFGRID3
* xyz 0 1
C -2.36 -0.54 -0.05
N -0.08 2.02 -0.13
N -0.26 0.67 -0.32
N -1.19 -0.03 0.62
H -0.86 2.52 -0.52
H 0.07 2.29 0.85
H -3.02 0.31 -0.23
H -2.85 -1.24 0.62
H -2.12 -1.03 -1.00
C 1.50 -0.94 -1.02
C 0.80 -0.25 0.13
N 1.73 0.33 1.03
O -0.19 -1.08 0.78
H 2.52 -0.28 1.19
H 1.30 0.55 1.92
H 2.19 -0.23 -1.47
H 0.77 -1.26 -1.75
H 2.04 -1.81 -0.65
*
```

Properties
SMILES string: CN1O[C@](C)(N)N1N
LUMO (eV): 1.12
Orbital gap (eV): 9.47

=====

*two*
Here is a 2-piece molecular cluster, C3H10N4O overall from OMol25. Energies are from ωB97M-V/def2-TZVPD.

The geometry in ORCA input format:
```
! RIJCOSX wB97M-V def2-TZVPD def2/J DEFGRID3
* xyz 0 1
C 1.94 1.42 0.72
N 1.75 0.35 -0.24
C 0.82 -0.65 0.21
O 1.33 0.88 -1.47
N 0.85 -1.80 -0.65
H 0.45 1.29 -1.36
H 1.02 -1.49 -1.61
H 1.10 -0.95 1.22
H 2.63 2.15 0.28
H 2.40 1.01 1.61
H 1.00 1.92 0.99
N -3.17 0.25 0.18
C -2.50 -0.87 -0.08
N -2.12 -1.92 -0.36
H -3.05 0.64 1.10
H -4.13 0.26 -0.15
H -0.06 -2.25 -0.65
H -0.25 -0.22 0.26
*
```

Properties
SMILES string: CN(O)CN.N#CN
LUMO (eV): 0.25
Orbital gap (eV): 8.96

=====

Which one sits at the top of the stability order? *two* does.